Computed, not measured: a 10-piece molecular cluster, C40H110N10O10 overall, with ωB97M-V with the def2-TZVPD basis set.

```
170
Properties=species:S:1:pos:R:3:forces:R:3
C -3.47436 20.50048 -20.87396 -1.048 -0.471 0.586
C -4.44948 20.03970 -19.72401 0.286 -1.658 -0.337
C -4.78638 18.51887 -19.79680 -0.042 0.383 -1.657
O -5.81426 18.25423 -18.87841 -0.247 0.056 -0.197
C -6.36989 16.95464 -18.80578 0.574 0.948 0.430
N -3.83577 20.13515 -18.42319 1.309 1.050 0.531
H -3.15957 21.54162 -20.80286 -0.057 -0.077 0.406
H -3.95626 20.40923 -21.84738 -0.166 -0.107 0.011
H -2.59254 19.86049 -20.90396 0.118 -0.008 0.150
H -5.39567 20.58069 -19.73624 0.010 0.107 -0.183
H -3.94321 17.86877 -19.56329 0.574 0.231 0.182
H -5.00207 18.29574 -20.84168 -0.880 -0.413 -0.307
H -6.90895 17.04415 -17.86265 -0.478 -0.563 -0.377
H -5.63968 16.15298 -18.69519 0.506 0.020 0.015
H -6.97424 16.72325 -19.68290 -0.418 0.044 0.006
H -4.16181 19.38921 -17.82539 -0.557 0.162 0.221
H -2.89664 19.82641 -18.63011 0.669 0.295 0.460
C -9.81233 17.73554 -18.38977 2.046 0.131 -1.386
C -10.97426 18.09451 -17.55518 0.498 0.965 2.319
C -12.04360 18.86252 -18.22399 0.110 0.389 -1.629
O -11.51360 20.13102 -18.70055 0.185 -1.804 0.317
C -12.46485 20.83454 -19.45647 0.036 0.560 0.654
N -11.43573 16.88901 -16.92803 -0.735 -1.745 0.022
H -8.93063 17.43844 -17.82193 -0.199 0.095 0.498
H -9.43056 18.51593 -19.04808 -0.276 0.493 0.257
H -9.92413 16.90581 -19.08772 -0.859 -0.336 0.101
H -10.71457 18.74101 -16.71690 1.037 0.553 -0.159
H -12.89146 18.97980 -17.54910 -0.190 0.263 -0.069
H -12.30411 18.21972 -19.06486 -0.748 0.259 -0.472
H -12.83474 20.31593 -20.34096 -0.172 -0.402 0.136
H -12.00736 21.75560 -19.81765 0.086 0.009 0.203
H -13.23571 21.07322 -18.72374 -0.722 0.294 -0.599
H -10.62265 16.37107 -16.62677 0.091 -0.209 -0.104
H -11.96656 17.00281 -16.07635 -0.272 0.481 -0.070
C -5.96429 14.14687 -24.46832 0.920 -0.114 -1.324
C -7.16293 13.43759 -23.93647 -0.150 0.861 -0.537
C -7.00347 11.91878 -23.90116 1.337 -1.111 -0.444
O -6.56115 11.32269 -25.18961 -0.876 2.035 1.369
C -6.63955 9.91336 -25.32314 0.481 0.213 0.035
N -7.49392 14.07676 -22.65954 -0.736 -1.188 1.054
H -6.05853 15.23049 -24.53893 -0.409 0.010 -0.023
H -5.78354 13.75395 -25.46884 0.181 0.191 -0.104
H -5.04133 13.98870 -23.91043 -0.140 -0.358 0.295
H -8.04304 13.63827 -24.54741 -0.035 0.109 -0.633
H -7.90051 11.42785 -23.52379 -0.173 -0.100 -0.097
H -6.18535 11.76254 -23.19804 0.109 -0.468 0.345
H -5.96047 9.39744 -24.64434 -0.230 -0.002 0.484
H -6.22246 9.70593 -26.30859 -0.388 0.044 -0.151
H -7.66623 9.55608 -25.24326 -0.027 -0.125 0.028
H -7.57791 15.08160 -22.71737 0.695 0.275 -0.337
H -8.44661 13.81620 -22.44834 -0.593 -0.361 0.380
C -8.21577 19.52680 -11.15964 -0.613 -0.189 -1.212
C -7.11267 18.67284 -11.65213 2.341 0.676 -0.463
C -7.23091 18.21839 -13.13379 -1.319 0.130 0.594
O -8.41457 17.47131 -13.47730 -0.121 0.619 0.073
C -8.51617 16.18232 -12.95872 1.056 -0.724 -0.046
N -5.84368 19.46767 -11.52772 0.247 -0.845 -0.392
H -7.98604 20.06667 -10.24102 -0.267 -0.537 0.138
H -9.05149 18.82763 -11.18857 -0.670 0.695 0.698
H -8.35504 20.26033 -11.95376 -0.440 0.324 0.095
H -6.98696 17.80614 -11.00319 0.079 -0.150 -0.013
H -6.31308 17.68869 -13.38893 0.045 -0.353 -0.195
H -7.34445 19.09257 -13.77491 0.328 0.165 0.100
H -8.57682 16.10553 -11.87313 -0.251 0.285 0.164
H -7.61032 15.64641 -13.24217 0.344 -0.393 0.069
H -9.32838 15.61379 -13.41171 -0.306 0.475 0.000
H -5.87953 20.41816 -11.86741 -0.972 0.402 0.197
H -5.17448 19.10968 -12.19413 0.509 -0.610 0.160
C -6.66995 8.05899 -21.00411 -0.794 1.313 -1.051
C -6.09581 7.09481 -21.98864 1.815 0.142 0.425
C -4.63899 7.39802 -22.40565 -0.281 1.303 -0.182
O -4.47181 8.76996 -22.79629 -0.862 -0.596 -0.023
C -3.17585 9.14440 -23.16284 0.133 0.486 0.642
N -6.06721 5.83624 -21.27704 -0.006 -1.067 -0.592
H -7.69731 7.72560 -20.85755 0.032 0.057 0.604
H -6.73988 9.00957 -21.53288 -0.030 0.445 0.262
H -6.11021 8.20531 -20.08032 0.014 -0.331 0.025
H -6.68717 7.11345 -22.90409 -0.332 -0.472 0.128
H -4.36716 6.78455 -23.26463 0.176 -0.405 0.099
H -3.99294 7.21768 -21.54646 0.255 -0.248 0.072
H -2.48435 8.99380 -22.33383 0.210 -0.084 0.262
H -3.26837 10.21979 -23.31472 0.400 -0.001 -0.412
H -2.73251 8.63209 -24.01671 -0.382 -0.064 -0.328
H -5.43336 5.21033 -21.75304 -0.161 -0.574 -0.357
H -5.57542 5.98661 -20.40777 -0.217 0.168 0.561
C -5.03071 8.32740 -16.91769 -0.193 0.796 0.948
C -5.26135 6.91230 -16.44097 -0.194 0.560 0.232
C -5.97011 6.77830 -15.03006 0.797 1.548 -0.044
O -5.29538 7.70579 -14.14493 0.311 -0.267 -0.420
C -5.70893 7.68227 -12.78009 -0.455 -0.771 -1.046
N -5.98584 6.27627 -17.57381 0.572 -0.654 1.548
H -4.53690 8.34261 -17.88930 -0.062 -0.162 -0.024
H -4.46793 8.93072 -16.20537 0.069 -0.185 0.003
H -6.00614 8.80986 -16.97991 -0.223 0.275 -0.309
H -4.25713 6.51951 -16.28172 -0.101 -0.695 -0.327
H -5.93565 5.75545 -14.65496 0.332 -0.233 0.023
H -7.02532 7.05140 -15.03563 -0.344 0.143 -0.428
H -6.77450 7.91069 -12.75801 -0.241 0.033 0.342
H -5.17048 8.40577 -12.16794 0.208 -0.038 -0.416
H -5.55165 6.66835 -12.41224 -0.036 -0.009 0.453
H -6.30895 5.41523 -17.15631 -0.227 -0.746 -0.550
H -6.83906 6.80119 -17.70254 -0.237 0.288 -0.151
C -10.68774 15.70231 -26.16531 0.065 0.007 1.484
C -10.80651 14.67897 -25.01423 -0.234 -1.847 0.488
C -10.66168 15.19462 -23.51040 -0.516 -1.185 -1.952
O -10.55526 14.05051 -22.59858 0.328 1.055 -0.202
C -10.66680 14.49732 -21.23931 -1.374 -0.142 -0.225
N -12.06836 13.89883 -25.14611 -0.194 0.831 0.080
H -9.69557 16.13710 -26.04421 -0.037 0.399 -0.287
H -11.46766 16.45842 -26.07531 0.106 0.118 -0.057
H -10.74678 15.26202 -27.16068 -0.058 -0.290 0.239
H -9.99989 13.95956 -25.15533 0.575 -0.008 0.017
H -11.59111 15.75457 -23.40689 0.045 0.176 0.902
H -9.76572 15.80499 -23.39722 -0.097 0.300 -0.030
H -10.70488 13.67048 -20.53009 0.378 -0.390 -0.415
H -11.66278 14.92761 -21.13455 0.040 0.473 0.164
H -9.92559 15.22105 -20.90027 0.287 0.123 -0.330
H -12.27378 13.21496 -24.43182 0.460 0.195 0.383
H -12.12702 13.39444 -26.01918 0.183 0.244 -0.211
C -8.22466 10.84776 -18.55510 -0.827 0.146 0.886
C -8.12261 12.27056 -19.17305 -0.018 -2.404 0.125
C -7.33150 13.25854 -18.27098 0.030 -0.827 1.939
O -8.09998 13.52001 -17.09324 -0.142 0.120 -1.094
C -7.52444 14.45589 -16.17324 -0.008 0.618 -0.816
N -7.34879 12.03521 -20.35624 0.259 2.719 1.523
H -8.78085 10.16568 -19.19816 -0.119 0.257 -0.097
H -8.73291 10.91431 -17.59315 -0.092 0.011 -0.003
H -7.27133 10.35511 -18.36385 0.345 0.429 -0.150
H -9.07869 12.69877 -19.47414 -0.051 -0.093 0.297
H -7.00624 14.09587 -18.88837 -0.245 0.618 0.322
H -6.46482 12.72547 -17.88009 0.583 -0.065 -0.619
H -7.00107 15.23357 -16.72948 0.024 0.113 -0.024
H -6.79222 14.04168 -15.48015 -0.216 -0.455 0.044
H -8.35769 14.94124 -15.66507 0.138 -0.245 0.190
H -6.37448 12.01410 -20.09094 1.087 -1.404 0.037
H -7.38465 12.95009 -20.78262 -0.360 0.500 -2.818
C -3.15523 15.38458 -21.79101 -2.262 0.555 -0.158
C -3.44005 14.51359 -20.58286 0.568 -0.843 -1.378
C -3.83269 13.09362 -21.02270 1.035 -1.228 0.131
O -4.10872 12.21710 -19.91410 -1.318 1.361 0.115
C -4.19950 10.83999 -20.22676 0.015 0.424 0.518
N -2.20712 14.51396 -19.85962 -0.170 -0.793 1.600
H -3.02290 16.41401 -21.45808 0.758 -0.141 -0.032
H -4.06804 15.47217 -22.38024 -0.069 -0.171 -0.468
H -2.37068 14.98266 -22.43215 0.153 0.186 0.275
H -4.22774 14.82344 -19.89610 -0.145 0.644 -0.209
H -2.97749 12.52529 -21.38842 0.505 0.791 -1.207
H -4.62297 13.07301 -21.77311 -0.423 -0.018 -0.008
H -4.87384 10.65944 -21.06388 -0.269 -0.241 0.068
H -4.53302 10.47110 -19.25682 -0.259 -0.849 -0.353
H -3.24113 10.38358 -20.47442 0.252 0.139 -0.049
H -2.44461 13.80676 -19.17876 0.928 0.046 1.197
H -1.46771 14.09490 -20.40530 0.191 0.095 -0.391
C -2.03204 12.09862 -15.07985 -0.824 -1.001 0.395
C -2.91464 11.51739 -16.20510 -0.238 0.576 0.081
C -4.45378 11.61407 -15.83072 0.464 0.814 0.098
O -4.80372 10.78481 -14.75900 -1.499 -0.528 1.022
C -6.22135 10.84310 -14.30896 1.324 0.647 -0.599
N -2.60245 12.30413 -17.41094 -0.792 0.162 0.102
H -2.10248 11.41174 -14.23645 0.009 0.141 0.238
H -2.42698 13.06605 -14.76965 0.085 0.046 -0.086
H -0.96908 12.19315 -15.30184 -0.127 -0.024 -0.430
H -2.70000 10.47195 -16.42663 0.077 -0.300 0.533
H -5.11962 11.42620 -16.67302 0.132 -0.352 -0.653
H -4.68670 12.63334 -15.52261 0.253 0.557 -0.155
H -6.67936 11.83138 -14.34944 0.650 0.679 -0.067
H -6.25175 10.57091 -13.25393 0.141 -0.459 -0.332
H -6.91953 10.29162 -14.93866 0.431 -0.805 -0.016
H -3.11745 11.98421 -18.21873 -0.068 -0.022 0.023
H -1.62222 12.20917 -17.63503 0.171 -0.015 0.166
```
Forces are in eV/Å.

lowest unoccupied orbital energy (spin up / spin down)	-1.82 / -8.13	eV
electronic energy	-2889.319506	Eh
gap between HOMO and LUMO (spin up / spin down)	8.84 / 2.53	eV
net charge	+1
2S+1	2